Molecular formula: C24H23N3PtSSb
Method: DFT, ωB97M-V/def2-TZVPD

Its expectation value of S² is 6.032. The calculation puts the electronic energy at -1849.354405 Ha. For the largest force on an atom, the calculation gives 0.0023 hartree/bohr. The value obtained for the gap between HOMO and LUMO (spin up / spin down) is 0.3159 / 0.2525 Eh.

```
! RIJCOSX wB97M-V def2-TZVPD def2/J DEFGRID3
* xyz 3 5
Pt -0.05 -0.02 -3.08
C 2.78 -0.03 -1.72
C 2.97 -0.04 -3.20
C 4.22 -0.05 -3.81
C 4.30 -0.05 -5.19
C 3.14 -0.05 -5.95
C 1.91 -0.04 -5.31
N 1.86 -0.03 -3.96
Sb 0.12 -0.03 -6.53
C -0.88 -1.62 -5.44
C -1.45 -2.65 -6.16
C -2.10 -3.68 -5.49
C -2.17 -3.65 -4.11
C -1.58 -2.60 -3.41
C -1.60 -2.50 -1.92
N -0.95 -1.62 -4.09
C -0.85 1.58 -5.44
C -1.41 2.61 -6.17
C -2.04 3.66 -5.50
C -2.10 3.64 -4.12
C -1.53 2.59 -3.42
C -1.55 2.49 -1.93
N -0.93 1.59 -4.10
H 3.74 0.00 -1.20
H 2.26 -0.94 -1.39
H 2.21 0.84 -1.40
H 5.10 -0.05 -3.19
H 5.27 -0.06 -5.67
H 3.19 -0.05 -7.03
H -1.39 -2.65 -7.24
H -2.56 -4.49 -6.04
H -2.67 -4.43 -3.56
H -2.17 -3.31 -1.47
H -2.07 -1.55 -1.61
H -0.59 -2.55 -1.52
H -1.35 2.61 -7.25
H -2.49 4.47 -6.06
H -2.59 4.44 -3.57
H -2.08 3.33 -1.49
H -0.53 2.49 -1.53
H -2.06 1.58 -1.61
S -0.15 0.15 10.57
C -0.03 0.10 12.24
C -1.22 0.03 13.02
C -1.11 -0.01 14.38
C 0.15 0.03 14.99
C 1.33 0.11 14.22
C 1.25 0.14 12.86
H -2.19 0.00 12.54
H -2.00 -0.07 15.00
H 0.23 0.00 16.07
H 2.29 0.14 14.71
H 2.15 0.20 12.25
*
```

natural (NBO) atomic charge list, values in e, 6 entries: Pt 1.1312; C -0.6693; C 0.2541; C -0.2146; C -0.0898; C -0.2521